C39H43As2ClSi2Zr as an isolated structure, computed with the ωB97M-V functional and the def2-TZVPD basis.

Output
E = -192360.9990 eV
HOMO-LUMO gap = 3.4 eV
E_HOMO = -0.428 hartree
charge = +2

Element x y z (Å)
H1 -3.2526 -2.9689 -1.9135
C1 -1.6619 2.8397 3.4546
H2 0.5021 -4.7373 -0.7624
H3 -1.8518 0.6020 -0.0990
C2 0.2020 -1.7670 -4.9122
H4 -0.6114 -3.3071 4.1782
C3 -1.4294 -4.0089 -1.3928
C4 1.0516 0.8460 7.8770
H5 2.0586 0.6739 -5.1371
H6 1.5390 -2.4930 -0.6970
C5 1.1930 -2.6209 -4.4055
C6 -0.0787 2.2084 6.2086
H7 -1.2820 -3.6335 1.5776
H8 -2.8348 -1.5513 0.8410
H9 -2.2537 -0.7393 -1.7861
C7 0.2999 -2.9503 -7.0351
C8 1.2315 2.9363 2.8299
H10 -2.2876 2.6557 2.5729
C9 1.2640 -3.8199 -6.5124
C10 0.2697 1.9534 7.5462
H11 -0.0790 2.6326 8.3258
C11 0.3609 1.3357 5.2161
C12 -1.4938 -2.7638 2.1856
C13 1.7061 -3.6540 -5.1961
C14 -2.1919 -2.8734 -1.6575
H12 -0.9828 -1.2497 -6.6501
H13 4.2226 -0.7618 4.5090
C15 -0.2321 -1.9303 -6.2391
H14 -1.8855 -5.0049 -1.4474
H15 3.7943 -0.4328 2.7832
As1 -0.1404 1.6364 3.3133
H16 1.3196 0.6503 8.9165
C16 -2.3220 3.7123 -1.4013
C17 -1.5979 -1.6010 -1.6216
C18 -2.4538 -0.7646 2.9180
H17 -2.0469 1.9876 -4.9164
H18 -1.7172 -0.9809 5.0438
C19 0.5010 -2.5844 -1.0200
H19 2.1545 0.5116 -1.7846
H20 -0.8470 4.8193 -2.5362
C20 -1.6232 1.5040 -0.6740
H21 -1.4840 3.9708 -6.3195
C21 -1.0742 3.8885 -2.0118
H22 -3.5340 2.3985 -0.1789
H23 1.5701 -2.4780 -3.3883
Si1 0.7400 0.2130 -1.9519
H24 0.8497 4.3090 -7.1328
H25 2.4867 -3.3711 4.3859
H26 3.5001 0.8251 4.0354
H27 3.1359 -2.3610 5.7338
C22 -0.4278 1.6138 -1.4135
H28 2.4562 -4.3296 -4.7795
H29 0.8065 3.9350 2.9788
C23 1.5047 -0.0313 6.8770
H30 -2.2064 2.6193 4.3779
H31 1.4824 2.7643 1.7784
C24 -1.7298 -1.3462 4.0235
C25 -2.3100 -1.6440 1.7825
H32 0.8571 3.0217 -2.4290
C26 0.6032 3.4361 -6.5201
C27 -0.1958 -1.4361 -1.4524
C28 2.2550 -2.5956 5.1261
C29 -1.0298 2.1246 -5.2911
C30 -0.7086 3.2458 -6.0697
H33 2.6244 2.6659 -6.5149
H34 -1.2844 3.8691 3.4472
As2 1.7596 -1.0137 4.1110
C31 1.2744 1.3845 -5.4103
H35 2.1091 2.7824 3.4661
H36 -0.6889 3.0716 5.9458
H37 1.4071 -2.9015 5.7464
Zr1 -0.1871 -0.8359 2.2896
C32 1.1538 0.2147 5.5526
H38 -2.0070 -0.4160 -3.9820
C33 3.5316 -0.2496 3.8310
C34 -0.0902 -3.8574 -1.0296
H39 1.6719 -4.6210 -7.1308
H40 -0.0403 -3.0634 -8.0650
C35 -0.0491 1.1767 -4.9779
C36 -2.5791 2.5303 -0.6989
C37 -0.1201 2.8680 -1.9666
H41 -3.0793 4.4968 -1.4599
Si2 -0.5466 -0.3496 -3.9410
C38 -1.1337 -2.5803 3.5684
Cl1 1.5938 0.0237 0.6441
H42 -3.0920 0.1093 2.9644
H43 2.1172 -0.8966 7.1300
C39 1.5945 2.5134 -6.1806